1.
# C25H33Cl2N5OReSb

A structure of composition C25H33Cl2N5OReSb at a distorted geometry (ωB97M-V/def2-TZVPD, the Open Molecules 2025 dataset).

Structure (ORCA input):
```
! wB97M-V def2-TZVPD RIJCOSX def2/J DEFGRID3
* xyz 3 2
Re -0.3890 -0.3550 0.1321
C 0.2538 -3.1909 5.1771
C -0.8028 -2.2963 5.0468
C -0.7981 -1.3625 4.0278
C 0.2553 -1.3402 3.1040
C 1.3078 -2.2388 3.2312
C 1.3060 -3.1552 4.2720
N 0.2424 -0.3030 2.1192
C 0.3439 0.9658 2.6299
C 0.9418 1.2861 3.8659
C 0.9937 2.6008 4.2703
C 0.4314 3.6234 3.4913
C -0.1691 3.3377 2.2774
C -0.2032 2.0184 1.8474
N -0.7735 1.5579 0.6703
N -1.3868 2.3741 -0.0804
C -1.7407 1.8400 -1.2808
C -2.4137 2.6184 -2.2205
C -2.6493 2.0879 -3.4740
C -2.2176 0.7944 -3.7575
C -1.5949 0.0570 -2.7677
N -1.3582 0.5546 -1.5472
H 0.2704 -3.8931 5.9996
H -1.6237 -2.3167 5.7516
H -1.5971 -0.6339 3.9357
H 2.1580 -2.1604 2.5686
H 2.1432 -3.8296 4.3946
H 1.3764 0.4989 4.4667
H 1.4799 2.8481 5.2047
H 0.4653 4.6442 3.8475
H -0.6071 4.1124 1.6625
H -2.7191 3.6190 -1.9474
H -3.1566 2.6726 -4.2299
H -2.3632 0.3578 -4.7356
H -1.2759 -0.9612 -2.9407
Cl 1.7388 0.6911 -0.8583
C 3.3326 0.1204 -0.2645
Cl 3.3725 -1.6288 -0.1241
H 3.5169 0.5759 0.7015
H 4.0672 0.4348 -0.9983
C 0.8441 -5.5998 -1.7157
N 0.5611 -4.4159 -0.9050
C 0.5277 -4.5808 0.5458
C 0.3816 -3.2216 -1.4259
C 0.5522 -3.0352 -2.9008
O 0.0824 -2.2305 -0.6850
H 0.4447 -6.4754 -1.2113
H 1.9189 -5.7446 -1.8437
H 0.3826 -5.5361 -2.6966
H -0.4960 -4.5318 0.9223
H 1.1031 -3.7935 1.0197
H 0.9588 -5.5425 0.8054
H -0.2602 -3.5074 -3.4563
H 1.4862 -3.4870 -3.2343
H 0.5780 -1.9765 -3.1413
C -2.9294 -3.1475 1.8582
Sb -2.8627 -1.3476 0.7211
C -4.2112 -0.0261 1.6971
C -3.8904 -1.8493 -1.0750
H -3.9425 -3.2510 2.2453
H -2.2253 -3.1131 2.6843
H -2.7095 -3.9908 1.2059
H -5.2199 -0.3417 1.4344
H -4.0580 1.0014 1.3735
H -4.0827 -0.0949 2.7754
H -4.7195 -2.5035 -0.8087
H -3.2318 -2.3665 -1.7696
H -4.2865 -0.9468 -1.5378
*
```

Summary:
HOMO (spin up / spin down) in Ha: -0.625 / -0.631
⟨S²⟩: 1.161
Kohn-Sham gap (spin up / spin down) in eV: 6.513 / 6.152

Charges per atom according to Mulliken partitioning, unit e: -0.545, -0.631, -0.838, 0.106, -0.254, -0.561, -0.769, 0.322, 0.897, -0.601, -0.802, -0.652, -0.691, 0.831, 1.935, -1.327, 0.390, -0.562, -0.466, -0.952, -0.238, 0.487, 0.470, 0.476, 0.586, 0.549, 0.511, 0.541, 0.488, 0.469, 0.552, 0.602, 0.484, 0.513, 0.416, 0.068, -0.393, -0.056, 0.279, 0.438, -1.155, 0.140, -0.774, 0.747, -1.881, -0.355, 0.452, 0.351, 0.425, 0.131, 0.156, 0.529, 0.450, 0.483, 0.386, -1.201, 0.917, -1.244, -1.317, 0.517, 0.273, 0.414, 0.463, 0.392, 0.385, 0.490, 0.368, 0.387

---

2.
# C15H12AuCl2N2O2

A structure of composition C15H12AuCl2N2O2 (ωB97M-V/def2-TZVPD, the Open Molecules 2025 dataset).

Structure (ORCA input):
```
! wB97M-V def2-TZVPD RIJCOSX def2/J DEFGRID3
* xyz 1 1
Au -1.2589 -0.4799 0.0969
O -0.0119 -0.0281 -2.1590
C 0.9659 -0.5918 -2.6373
C 0.9185 -1.2778 -3.9204
C 2.0527 -1.6836 -4.5128
C 3.3551 -1.5252 -3.8894
C 3.4736 -0.9882 -2.6680
C 2.2938 -0.5736 -1.9338
C 2.4156 -0.2268 -0.6386
N 1.3316 0.0454 0.2139
N 1.6732 0.6941 1.2094
C 0.5694 0.8294 2.1666
O -0.4432 0.1659 2.0531
C 0.8200 1.7620 3.2503
C -0.1565 1.9098 4.2436
C 0.0478 2.8018 5.2750
C 1.2183 3.5550 5.3156
C 2.1876 3.4163 4.3317
C 1.9974 2.5168 3.2980
H -0.0489 -1.3626 -4.3959
H 2.0129 -2.1363 -5.4955
H 4.2288 -1.8719 -4.4232
H 4.4373 -0.8999 -2.1833
H 3.3874 -0.1859 -0.1568
H -1.0598 1.3180 4.1904
H -0.6981 2.9176 6.0490
H 1.3746 4.2556 6.1255
H 3.0930 4.0055 4.3752
H 2.7514 2.3919 2.5359
Cl -4.1245 -1.2412 1.5012
C -4.5269 -1.4319 -0.1828
Cl -3.1039 -1.1200 -1.2748
H -5.2792 -0.7099 -0.4746
H -4.8270 -2.4526 -0.3839
*
```

Summary:
HOMO in Ha: -0.437
Kohn-Sham gap in eV: 6.715

Charges per atom according to Mulliken partitioning, unit e: 0.595, -0.582, 0.687, -0.645, -0.339, -0.416, -0.911, 1.058, -0.767, 0.208, -0.153, 0.502, -0.697, 0.506, -0.454, -0.632, -0.310, -0.719, -0.113, 0.434, 0.375, 0.407, 0.357, 0.384, 0.396, 0.408, 0.400, 0.399, 0.427, -0.090, -0.270, -0.075, 0.323, 0.308

---

3.
# C7H10OS

An isolated molecule of C7H10OS at a distorted geometry (ωB97M-V/def2-TZVPD, the Open Molecules 2025 dataset).

Structure (ORCA input):
```
! wB97M-V def2-TZVPD RIJCOSX def2/J DEFGRID3
* xyz 0 1
C -0.2513 1.1228 0.2028
C -0.7253 -0.9088 0.1387
C -1.6101 0.3179 0.0574
C 0.5356 -0.1594 0.4652
C -2.3759 0.6086 -1.1696
C 0.9523 -0.0844 1.9145
C 1.6675 -0.6830 -0.3895
O -0.0092 2.2960 0.2860
S -0.9918 -2.5121 -0.0784
H -2.1158 0.2210 1.0247
H -1.8617 0.6540 -2.1039
H -2.9080 1.5347 -1.0329
H -3.0921 -0.3039 -1.1922
H 1.4266 -0.9399 2.3735
H 0.1212 0.3159 2.6159
H 1.7940 0.6368 1.8885
H 1.7745 -1.7929 -0.0211
H 2.6729 -0.2081 -0.0988
H 1.6164 -0.7306 -1.4720
*
```

Summary:
HOMO in Ha: -0.323
Kohn-Sham gap in eV: 8.410
SMILES: C[C@@H]1C(=O)C(C)(C)C1=S

Charges per atom according to Mulliken partitioning, unit e: -0.313, -0.670, 0.673, 2.015, -1.454, -1.467, -1.460, -0.577, -0.256, 0.346, 0.355, 0.393, 0.330, 0.374, 0.302, 0.388, 0.348, 0.319, 0.353

---

4.
# C20H25NO4

An isolated molecule of C20H25NO4 (ωB97M-V/def2-TZVPD, the Open Molecules 2025 dataset).

Structure (ORCA input):
```
! wB97M-V def2-TZVPD RIJCOSX def2/J DEFGRID3
* xyz 0 1
C -2.7815 -1.0541 -2.3161
H -3.3936 -1.4692 -3.1118
H -2.6322 -1.8155 -1.5546
H -1.8107 -0.7851 -2.7273
C -3.4736 0.1612 -1.7059
N -2.6674 0.7323 -0.6382
C -2.9220 0.3311 0.6201
O -3.8582 -0.3946 0.9063
C -1.9624 0.7996 1.7255
O -0.5943 0.5745 1.4456
C -0.1867 -0.6770 1.0759
C -0.9823 -1.7946 1.2396
C -0.5834 -3.0513 0.7878
C 0.6336 -3.1749 0.1504
C 1.4575 -2.0640 -0.0041
C 1.0941 -0.7912 0.4765
C 2.0589 0.2642 0.2943
C 3.1983 0.0158 -0.4058
C 3.5177 -1.2954 -0.9314
O 4.5065 -1.5800 -1.5651
O 2.6200 -2.2882 -0.6561
C 4.1795 1.1239 -0.6098
C 4.5129 1.8083 0.7241
C 3.2722 1.9568 1.6177
C 1.9654 1.6426 0.8734
H 1.8336 2.3649 0.0621
H 1.1311 1.7363 1.5609
H 3.3442 1.2726 2.4651
H 3.2127 2.9691 2.0196
H 4.9522 2.7844 0.5143
H 5.2664 1.2158 1.2435
H 5.0804 0.7286 -1.0788
H 3.7397 1.8614 -1.2885
H 0.9727 -4.1198 -0.2423
C -1.4765 -4.2324 0.9964
H -1.2610 -5.0148 0.2737
H -1.3207 -4.6402 1.9953
H -2.5216 -3.9431 0.9138
H -1.9466 -1.7114 1.7123
H -2.2661 0.3012 2.6537
H -2.0470 1.8806 1.8694
C -1.7098 1.7502 -1.0208
H -0.8693 1.7561 -0.3292
C -2.3517 3.1374 -1.0628
H -2.7384 3.4096 -0.0837
H -1.6136 3.8759 -1.3636
H -3.1751 3.1633 -1.7724
H -1.3255 1.4912 -2.0108
H -4.4305 -0.1386 -1.2737
H -3.6481 0.9263 -2.4648
*
```

Summary:
HOMO in Ha: -0.307
Kohn-Sham gap in eV: 8.630
SMILES: CCN(CC)C(=O)COc1cc(C)cc2oc(=O)c3c(c12)CCCC3

Charges per atom according to Mulliken partitioning, unit e: -0.926, 0.436, 0.119, 0.277, -0.872, 0.402, 0.818, -0.691, -0.903, -0.471, 1.396, -1.160, 0.780, -0.946, -0.379, 0.135, 0.761, 0.821, 0.412, -0.682, -0.494, -1.213, -0.597, -0.865, -0.648, 0.329, 0.279, 0.347, 0.378, 0.299, 0.323, 0.347, 0.377, 0.466, -1.730, 0.386, 0.357, 0.374, 0.520, 0.290, 0.490, -0.158, -0.146, -1.284, 0.273, 0.422, 0.357, 0.353, 0.477, 0.367

---

What did we get for ΔE to the lowest compared entry with this formula, charge and spin? Answer: 0.6; 0.0; 34.9; 27.3 kcal/mol, in the order shown.